one.
4 unconnected molecules or ions with the total composition C4H16N2O2, computed with wB97M-V/def2-TZVPD.

## Properties
- LUMO energy: -0.167 hartree

```
! RIJCOSX wB97M-V def2-TZVPD def2/J DEFGRID3
* xyz 0 1
C -2.330 1.056 0.555
N -2.992 -0.221 0.508
C 2.546 -0.270 0.907
C 1.358 -1.022 0.366
N 1.214 -0.995 -1.093
C 1.004 0.332 -1.583
H -2.623 1.636 1.436
H -1.266 0.994 0.786
H -2.475 1.714 -0.297
H -2.499 -1.016 0.075
H 2.285 0.740 0.478
H 2.517 -0.122 1.986
H 0.442 -0.520 0.756
H 1.283 -2.108 0.489
H 0.261 -1.484 -1.245
H 1.793 1.116 -1.579
H 0.237 0.780 -0.866
H 0.790 0.266 -2.654
H -3.872 -0.070 0.027
H -1.454 -2.345 -1.564
O -1.140 -1.844 -0.786
H 3.446 -0.598 0.363
H 0.846 2.118 1.923
O 0.631 1.862 1.013
*
```

=====

two.
3 unconnected molecules or ions with the total composition C4H16N2O2, computed with wB97M-V/def2-TZVPD.

## Properties
- LUMO energy: 0.017 hartree

```
! RIJCOSX wB97M-V def2-TZVPD def2/J DEFGRID3
* xyz 0 1
N -1.461 -2.482 -0.413
C -0.849 -1.420 -1.213
C -1.039 -0.008 -0.601
C -0.166 1.028 -1.284
C 0.616 2.014 -0.315
N -0.025 2.103 0.984
H -2.352 -2.222 -0.014
H -0.831 -2.706 0.348
H -1.368 -1.433 -2.176
H 0.183 -1.645 -1.438
H -2.097 0.192 -0.767
H -0.858 -0.099 0.468
H -0.830 1.703 -1.824
H 0.692 0.702 -1.871
H 1.579 1.567 -0.119
H 0.881 2.927 -0.854
H 0.621 2.217 1.744
H -0.845 2.688 0.997
O 2.135 -0.603 0.158
H 2.741 -1.187 0.623
H 1.314 -1.105 0.085
O 0.416 -1.004 2.714
H 0.646 -1.014 1.774
H 0.899 -0.212 2.993
*
```

=====

three.
3 unconnected molecules or ions with the total composition C4H16N2O2, computed with wB97M-V/def2-TZVPD.

## Properties
- LUMO energy: 0.025 hartree

```
! RIJCOSX wB97M-V def2-TZVPD def2/J DEFGRID3
* xyz 0 1
C -0.049 0.118 -2.604
C 0.045 -0.214 -1.151
N 1.082 -1.410 -0.927
C 0.283 0.859 -0.097
C -0.725 0.720 1.165
N -0.025 -0.111 2.189
H -0.673 1.049 -2.851
H 0.945 0.456 -3.107
H -0.585 -0.584 -3.269
H -0.857 -0.855 -0.820
H 1.948 -1.207 -0.516
H 1.225 -1.976 -1.766
H -0.024 1.792 -0.594
H 1.317 1.097 0.086
H -1.122 1.683 1.569
H -1.747 0.362 0.773
H 0.231 -0.921 1.783
H -0.656 -0.286 3.075
O -4.170 -0.753 1.018
H -3.792 -0.557 0.226
H -3.521 -1.086 1.575
O 3.671 0.948 0.314
H 3.646 0.228 -0.310
H 2.935 0.996 0.774
*
```

=====

Short version: two is the most stable of them.

=====

one.
2 unconnected molecules or ions with the total composition C3H8N4O, computed with wB97M-V/def2-TZVPD.

## Properties
- LUMO energy (spin up / spin down): -0.021 / -0.024 hartree

```
! RIJCOSX wB97M-V def2-TZVPD def2/J DEFGRID3
* xyz 0 1
C 0.090 0.085 0.797
C 0.292 -0.337 -0.607
C 0.878 -0.791 1.746
N -1.885 -0.398 -0.151
N -1.380 0.016 0.985
N -1.035 -0.597 -1.107
N 0.609 1.771 -1.848
O -1.274 -1.126 -2.175
H 0.406 1.147 1.084
H 1.012 -0.766 -1.213
H 0.350 -1.697 2.080
H 0.961 -0.148 2.642
H 1.782 -1.065 1.390
H -1.816 0.842 1.324
H 1.262 1.368 -2.561
H -0.252 1.696 -2.388
*
```

=====

two.
C3H8N4O in the gas phase, computed with wB97M-V/def2-TZVPD.

## Properties
- LUMO energy: 0.028 hartree

```
! RIJCOSX wB97M-V def2-TZVPD def2/J DEFGRID3
* xyz 0 1
H -0.763 -1.367 -2.958
N -0.455 -0.594 -2.302
C -0.848 -0.882 -1.132
N -0.474 -0.076 -0.037
C -1.526 0.136 0.942
O -0.063 1.184 -0.533
C 1.290 1.267 -0.441
N 2.155 0.741 0.340
N 1.900 0.046 1.446
H -1.411 -1.794 -0.851
H -1.770 -0.874 1.311
H -2.408 0.617 0.500
H -1.124 0.702 1.796
H 1.632 1.834 -1.278
H 1.127 -0.635 1.369
H 2.739 -0.303 1.829
*
```

=====

three.
C3H8N4O in the gas phase, computed with wB97M-V/def2-TZVPD.

## Properties
- LUMO energy: 0.033 hartree

```
! RIJCOSX wB97M-V def2-TZVPD def2/J DEFGRID3
* xyz 0 1
O -2.622 0.632 -1.560
N -1.254 1.026 -1.647
C -0.511 0.413 -0.676
N -1.057 -0.193 0.295
C -0.298 -0.825 1.315
C 1.128 -0.264 1.334
N 1.629 -0.243 -0.024
N 0.880 0.628 -0.894
H -2.644 0.087 -0.760
H -0.900 0.921 -2.584
H -0.312 -1.921 1.171
H -0.793 -0.674 2.277
H 1.813 -0.893 1.920
H 1.235 0.762 1.735
H 2.578 0.176 -0.051
H 1.129 0.367 -1.851
*
```

=====

Short version: three is the most stable of them.

=====

one.
A molecular structure, C3H8N4O, computed with wB97M-V/def2-TZVPD.

## Properties
- LUMO energy: 0.024 hartree

```
! RIJCOSX wB97M-V def2-TZVPD def2/J DEFGRID3
* xyz 0 1
C 0.522 -0.591 0.188
C -0.288 1.069 -0.395
N 1.867 -0.314 -1.615
N 0.265 -1.024 1.499
N -0.879 1.893 0.486
C -0.905 -0.197 -0.637
O -2.119 -0.628 -0.111
N 1.632 -0.869 -0.386
H -2.318 -0.177 0.718
H 1.377 0.584 -1.732
H 2.865 -0.244 -1.767
H -0.460 -1.734 1.538
H 1.109 -1.398 1.914
H -0.360 2.705 0.769
H -1.576 1.565 1.153
H -0.733 -0.637 -1.620
*
```

=====

two.
A molecular structure, C3H8N4O, computed with wB97M-V/def2-TZVPD.

## Properties
- LUMO energy: -0.013 hartree

```
! RIJCOSX wB97M-V def2-TZVPD def2/J DEFGRID3
* xyz 0 1
C 0.819 0.196 0.069
C -0.687 -0.029 0.248
C -1.039 -1.468 0.199
H 3.394 0.121 -1.306
H 3.716 -1.247 -0.101
H 1.117 1.168 -0.096
H -0.937 -2.171 1.251
H -0.508 -1.994 -0.498
H -3.012 -0.781 0.368
H -0.671 2.644 0.810
H -1.989 2.934 -0.368
N 3.325 -0.171 -0.252
N 1.906 -0.546 0.296
N -1.621 0.854 -0.142
N -1.211 2.167 -0.065
O -2.599 -1.675 -0.414
*
```

=====

Short version: one is the most stable of them.

=====

one.
2 unconnected molecules or ions with the total composition C2H3IO2, computed with wB97M-V/def2-TZVPD.

## Properties
- LUMO energy: -0.015 hartree

```
! RIJCOSX wB97M-V def2-TZVPD def2/J DEFGRID3
* xyz 0 1
C 0.090 0.659 0.290
C -0.392 0.266 -0.960
O 0.363 1.515 1.075
O 0.701 -1.408 0.896
I 0.930 -1.302 2.792
H -0.479 1.108 -1.720
H 0.120 -0.526 -1.530
H -1.333 -0.312 -0.844
*
```

=====

two.
C2H3IO2 in the gas phase, computed with wB97M-V/def2-TZVPD.

## Properties
- LUMO energy: 0.014 hartree

```
! RIJCOSX wB97M-V def2-TZVPD def2/J DEFGRID3
* xyz 0 1
O 1.723 -0.556 0.188
C 0.691 -1.097 0.453
O -0.531 -0.607 0.255
C -0.432 0.802 -0.185
I -1.782 0.849 -1.798
H 0.665 -2.011 0.885
H -0.903 1.364 0.567
H 0.569 1.256 -0.365
*
```

=====

three.
A molecular structure, C2H3IO2, computed with wB97M-V/def2-TZVPD.

## Properties
- LUMO energy: -0.027 hartree

```
! RIJCOSX wB97M-V def2-TZVPD def2/J DEFGRID3
* xyz 0 1
C 0.414 -0.117 0.003
C -0.853 0.732 0.091
O 0.183 -1.429 -0.155
O 1.521 0.378 0.049
I 1.860 -2.389 -0.498
H -1.082 1.354 -0.760
H -1.577 0.110 0.405
H -0.465 1.361 0.865
*
```

=====

four.
2 unconnected molecules or ions with the total composition C2H3IO2, computed with wB97M-V/def2-TZVPD.

## Properties
- LUMO energy: 0.000 hartree

```
! RIJCOSX wB97M-V def2-TZVPD def2/J DEFGRID3
* xyz 0 1
O -0.106 -1.859 0.251
C -0.714 -1.225 -0.524
I -2.266 0.195 0.077
H -0.917 -1.493 -1.633
C 1.013 1.096 0.461
O 0.966 0.327 -0.452
H 1.849 1.196 1.087
H 0.175 1.762 0.733
*
```

=====

Short version: two is the most stable of them.

=====

one.
2 unconnected molecules or ions with the total composition C3H9NO4, computed with wB97M-V/def2-TZVPD.

## Properties
- LUMO energy: 0.029 hartree

```
! RIJCOSX wB97M-V def2-TZVPD def2/J DEFGRID3
* xyz 0 1
C -2.981 -0.715 0.992
O -1.603 -0.723 0.643
C -1.110 0.369 0.017
O -1.754 1.344 -0.251
O 0.201 0.312 -0.119
C 0.992 -0.902 0.425
H -3.521 0.152 0.593
H -3.430 -1.617 0.570
H -3.070 -0.713 2.086
H 0.738 -1.001 1.472
H 2.051 -0.670 0.323
H 0.688 -1.798 -0.097
N 2.747 1.640 -1.140
O 2.499 0.333 -1.685
H 1.831 2.001 -0.859
H 3.311 1.482 -0.330
H 2.410 0.507 -2.639
*
```

=====

two.
3 unconnected molecules or ions with the total composition C3H9NO4, computed with wB97M-V/def2-TZVPD.

## Properties
- LUMO energy: 0.027 hartree

```
! RIJCOSX wB97M-V def2-TZVPD def2/J DEFGRID3
* xyz 0 1
C 0.537 1.084 0.870
N 1.279 0.314 0.209
O 2.425 0.787 -0.313
H -0.366 0.681 1.295
H 0.744 2.151 1.020
H 2.526 1.752 -0.175
O -0.910 -1.773 0.635
C -0.252 -1.878 1.632
O 1.050 -1.992 1.693
H -0.687 -1.922 2.644
H 1.447 -1.850 0.811
C -1.469 0.737 -1.834
O -0.484 -0.257 -1.836
H -2.470 0.321 -1.994
H -1.473 1.305 -0.893
H -1.236 1.418 -2.652
H -0.662 -0.878 -1.111
*
```

=====

Short version: one is the most stable of them.